A cluster of 2 separate species, CH8N3O in total, computed with the ωB97M-V functional and the def2-TZVPD basis.

The geometry in XYZ format:
```
13
Properties=species:S:1:pos:R:3:forces:R:3:nbo_charge:R:1
C 0.45718 -1.14144 0.41047 -2.3 0.4 -0.7 0.661
N 0.02795 0.07694 0.60715 -1.6 1.6 -0.3 -0.752
N 1.66771 -1.40573 0.71185 3.9 -1.2 1.4 -0.758
N -0.34160 -2.04162 -0.13626 -0.2 -1.0 -0.4 -0.752
H 0.41958 0.70582 1.31260 -0.3 -0.4 -0.6 0.442
H -0.89378 0.26813 0.20666 0.6 0.6 0.6 0.421
H 2.31007 -0.61640 0.81607 -0.2 -0.8 0.2 0.435
H 1.93446 -2.33124 1.05654 0.1 0.6 -0.5 0.437
H 0.09365 -2.92202 -0.42258 -0.6 0.5 -0.1 0.431
H -1.28428 -1.80864 -0.45812 0.6 -0.4 0.4 0.435
O -1.54955 3.77878 -0.97833 0.3 -0.4 -1.1 -0.944
H -1.97798 4.23327 -1.73869 0.5 -0.5 0.8 0.484
H -0.86344 3.20417 -1.38739 -0.7 0.8 0.3 0.460
```
Positions in Å, forces in eV/Å.

Its charge is +1. For the LUMO energy, the calculation gives -3.477 eV. As for the highest occupied orbital energy: -14.3 eV. The calculation puts the orbital gap at 10.777 eV. Its max |F| is 4.27 eV/Å.



The ion C4H8NOS with charge +1, computed with the ωB97M-V functional and the def2-TZVPD basis.

The geometry in XYZ format:
```
15
Properties=species:S:1:pos:R:3:forces:R:3:nbo_charge:R:1
C -0.31481 1.48161 -0.22300 -9.0 4.5 -0.8 -0.541
C 0.58431 0.55291 -0.00836 5.3 -4.6 2.0 0.153
C -1.46314 -0.81505 0.46823 -1.0 1.6 -0.1 0.099
C 2.02211 0.63902 -0.31380 -0.9 1.7 -1.3 -0.690
N 0.02177 -0.76501 0.45488 0.0 2.9 0.6 -0.536
O -1.71860 -1.60162 -0.64434 1.0 0.0 1.2 -0.667
S -1.96092 0.95430 0.06121 1.6 -0.1 0.0 0.489
H -0.29724 2.47142 -0.53447 0.8 1.4 -0.4 0.268
H -2.05188 -1.00777 1.46827 1.8 -0.4 -1.8 0.259
H 2.53251 0.26912 0.56058 1.1 -0.7 -0.4 0.247
H 2.37104 1.75885 -0.47896 -1.0 -2.3 0.4 0.282
H 2.03536 0.12999 -1.32453 1.4 0.1 0.9 0.250
H 0.40732 -1.35670 -0.20491 0.4 -2.6 -1.8 0.446
H 0.47018 -0.96266 1.30175 0.5 -0.7 2.1 0.441
H -2.63800 -1.74839 -0.58253 -2.0 -0.8 -0.7 0.501
```
Positions in Å, forces in eV/Å.

Its charge is +1. For the LUMO energy (alpha / beta), the calculation gives -3.323 / -6.549 eV. Its spin multiplicity is 3. As for the highest occupied orbital energy (alpha / beta): -9.4 / -15.1 eV. The calculation puts the orbital gap (alpha / beta) at 6.042 / 8.561 eV. Its max |F| is 10.08 eV/Å.



A structure of composition C32H44BiN7PSSe, computed with the ωB97M-V functional and the def2-TZVPD basis.

The geometry in XYZ format:
```
87
Properties=species:S:1:pos:R:3:forces:R:3:mulliken_charge:R:1
Bi -0.18250 -0.55720 0.73390 -0.3 0.5 -0.3 1.480
C -0.95040 2.03010 1.28250 -0.1 -0.2 0.1 0.108
C -1.26230 2.13060 -0.05990 -0.1 0.0 0.1 0.826
C -2.27500 1.16640 -0.37230 0.0 -0.1 0.1 0.675
C -2.61760 0.48260 0.78200 0.2 0.1 0.3 -0.125
C -1.73940 0.95110 1.85630 -0.3 0.3 -0.3 1.373
C -2.07390 0.86830 3.30950 0.0 -0.1 0.0 -1.365
C -3.70730 -0.52460 0.93330 0.0 0.0 -0.1 -1.262
C -2.86010 0.94480 -1.72560 -0.1 -0.1 0.1 -1.634
C -0.71420 3.09890 -1.05510 0.0 -0.1 0.1 -1.858
C 0.01500 2.86280 2.05790 0.0 0.0 0.0 -1.835
H -1.25250 1.23430 3.92010 0.1 0.0 0.1 0.400
H -2.30310 -0.14900 3.60930 0.0 0.0 0.1 0.152
H -2.95060 1.48720 3.51350 0.0 0.0 0.1 0.316
H -3.65180 -1.28340 0.15130 -0.1 -0.1 0.0 0.243
H -4.68160 -0.03980 0.85820 -0.1 0.0 0.0 0.406
H -3.65840 -1.02390 1.89900 0.0 -0.1 0.0 0.274
H -2.92500 -0.12190 -1.94110 0.0 -0.1 -0.1 0.198
H -2.25820 1.42210 -2.49380 0.0 0.0 -0.1 0.449
H -3.86790 1.35690 -1.78300 -0.1 0.0 -0.1 0.322
H -0.25020 2.57720 -1.89420 0.1 0.0 -0.1 0.270
H 0.01840 3.75830 -0.59910 0.1 0.1 0.0 0.431
H -1.51850 3.71700 -1.45410 0.0 0.1 -0.1 0.365
H 0.55170 2.27130 2.79910 0.1 0.0 0.1 0.316
H -0.50960 3.66320 2.58080 0.1 0.1 0.1 0.315
H 0.74740 3.31830 1.39620 0.1 0.1 0.0 0.468
Se 1.87800 -1.63600 2.03540 0.8 -0.1 0.8 -0.375
C 2.71420 -0.40000 3.29140 -0.4 -0.4 -0.7 0.188
C 2.47010 -0.57090 4.64410 -0.1 0.0 0.0 -0.466
C 3.19840 0.15230 5.56950 0.1 0.0 0.2 -0.641
C 4.17040 1.04400 5.15000 0.1 0.1 0.0 -0.538
C 4.38720 1.23950 3.79770 0.1 0.1 0.0 -0.802
C 3.66070 0.51920 2.86930 0.0 0.0 0.0 0.287
H 1.72770 -1.28680 4.95820 -0.1 -0.1 0.1 0.464
H 3.03120 0.00130 6.62490 -0.1 0.0 0.1 0.404
H 4.76750 1.57800 5.87160 0.0 0.1 0.1 0.393
H 5.14150 1.93530 3.46170 0.1 0.1 0.0 0.414
H 3.84030 0.66350 1.81510 0.1 0.0 -0.1 0.130
C -4.21750 -5.39190 3.55170 0.0 0.0 0.0 -1.252
C -3.23570 -4.27790 3.40380 0.1 0.3 0.4 0.855
C -2.91790 -3.41670 4.45990 0.2 -0.1 -0.1 -1.115
C -1.90390 -2.50570 4.23700 -0.3 -0.1 0.1 -0.106
N -1.32910 -2.35200 3.04920 0.0 0.2 0.0 0.035
C -1.75390 -3.16700 2.09290 0.1 0.2 0.2 0.008
S -1.09830 -2.95540 0.49480 0.1 -0.2 -0.6 -0.387
N -2.64170 -4.13710 2.22850 -0.2 -0.4 -0.3 -0.474
H -4.11050 -5.85700 4.52950 -0.1 -0.1 0.0 0.368
H -4.05180 -6.12840 2.76990 0.0 0.0 0.0 0.345
H -5.24020 -5.02290 3.46330 0.0 0.0 0.0 0.274
H -3.41630 -3.47490 5.41440 0.0 -0.1 0.1 0.423
H -1.53170 -1.86420 5.02690 -0.1 0.1 0.1 0.493
N -3.16710 -3.63070 -4.18300 -0.3 -0.1 -0.1 -0.495
C -1.97130 -3.13370 -3.82260 0.6 0.2 0.2 1.266
C -1.45470 -1.95550 -4.39490 -0.2 -0.1 0.0 -0.974
C -0.23370 -1.49220 -3.98310 -0.1 -0.2 0.0 -0.423
N 0.51970 -2.10400 -3.06680 -0.2 -0.5 -0.5 -0.174
C 0.03380 -3.21460 -2.50800 -0.1 0.0 -0.3 -0.825
C -1.17620 -3.76170 -2.84940 -0.2 0.0 -0.1 -0.547
H -3.74350 -3.15320 -4.85250 0.0 -0.1 0.0 0.191
H -3.52610 -4.45900 -3.74340 -0.1 0.0 0.0 0.191
H -2.02130 -1.41220 -5.13560 0.0 0.1 -0.1 0.356
H 0.17440 -0.57930 -4.39600 0.0 0.1 -0.1 0.386
H 0.64700 -3.67440 -1.74780 0.0 -0.1 0.1 0.479
H -1.52530 -4.64310 -2.33760 0.0 -0.1 0.1 0.360
C 4.73330 0.67990 -2.64430 0.3 0.3 -0.3 -0.861
N 4.41830 0.44170 -1.17820 0.3 0.2 0.2 0.284
C 4.89750 -0.95670 -0.80150 0.3 -0.3 0.3 -0.808
N 4.36260 -1.92150 -1.67900 0.4 -0.3 -0.1 0.211
C 4.70460 -1.63710 -3.05660 0.1 0.0 0.0 -1.034
N 4.18880 -0.33860 -3.45890 0.4 -0.1 -0.2 0.227
C 2.74390 -0.32740 -3.56280 -0.7 0.1 0.0 -1.399
P 1.83930 -0.73290 -1.96210 1.2 0.8 0.6 1.468
C 2.95970 0.52780 -0.96270 -1.0 0.0 0.0 -0.261
C 2.95020 -2.18080 -1.50320 -0.7 -0.1 0.1 -1.144
H 5.82350 0.68950 -2.74950 -0.1 0.0 0.1 0.333
H 4.32430 1.65620 -2.92410 0.1 -0.1 0.2 0.411
H 4.90910 1.13420 -0.60510 0.0 -0.1 -0.1 0.365
H 4.57620 -1.16270 0.22590 0.0 0.2 -0.1 0.344
H 5.99080 -0.95350 -0.86610 -0.1 0.1 0.0 0.420
H 4.27930 -2.40840 -3.69840 0.0 0.0 0.0 0.380
H 5.79320 -1.64110 -3.16900 -0.1 0.0 0.0 0.287
H 2.45440 -1.06150 -4.31660 0.0 0.1 0.0 0.533
H 2.42870 0.66370 -3.90370 0.0 -0.1 0.0 0.382
H 2.74880 0.36330 0.09810 0.2 -0.1 -0.1 -0.634
H 2.62210 1.54100 -1.20360 0.1 0.0 -0.1 0.668
H 2.68720 -3.02400 -2.14280 0.0 0.0 0.1 0.633
H 2.77840 -2.46340 -0.46030 0.0 0.0 -0.1 0.172
```
Positions in Å, forces in eV/Å.

Its charge is +1. For the LUMO energy, the calculation gives -2.235 eV. As for the highest occupied orbital energy: -9.7 eV. The calculation puts the orbital gap at 7.447 eV. Its max |F| is 1.56 eV/Å.



A cluster of 12 separate species, C15H50F3N22O13 in total, computed with the ωB97M-V functional and the def2-TZVPD basis.

The geometry in XYZ format:
```
103
Properties=species:S:1:pos:R:3:forces:R:3:mulliken_charge:R:1
C 0.61759 0.48348 0.85139 -0.5 2.2 1.2 -0.317
O -0.26152 -0.45501 1.48668 0.3 -1.0 0.0 0.147
O 1.67417 0.65278 1.62046 1.0 -0.6 -0.8 0.039
C 0.81544 0.11172 -0.66637 -0.8 -2.0 0.8 0.284
F -0.34835 0.33394 -1.34708 0.2 0.7 -0.2 -0.138
F 1.82117 0.66553 -1.32473 0.0 0.1 0.2 -0.283
F 0.94796 -1.24345 -0.80593 0.6 0.3 0.1 -0.064
C -1.53093 -0.73709 0.97713 -1.1 -0.1 -0.1 1.070
C -2.32790 -1.50811 2.01741 1.0 -1.1 1.1 -1.665
H -3.07889 -2.22586 1.67985 -0.4 0.7 -0.6 0.344
H -1.65257 -2.21390 2.52673 0.2 0.4 0.1 0.328
H -2.71066 -0.86464 2.80840 0.0 -0.1 -0.2 0.142
H -1.45367 -1.35980 0.07732 0.0 0.3 -0.2 -0.468
H -2.13670 0.14511 0.73674 0.7 0.1 -0.2 0.169
H 0.01965 1.42344 0.87924 -0.2 0.1 -0.8 0.079
C 0.97350 4.55567 -1.23732 -2.0 -0.2 1.9 0.482
O 0.17257 5.04169 -0.42475 0.7 0.4 -0.4 -0.732
N 1.56074 3.35618 -0.98186 0.3 1.0 -1.7 0.058
N 1.18518 5.13967 -2.43736 0.7 -0.4 -0.3 -0.368
H 1.45313 2.93434 -0.07861 -0.1 -0.1 -0.1 -0.163
H 1.80716 2.87626 -1.83223 0.3 -0.7 0.5 0.224
H 0.79897 6.04849 -2.59317 -0.1 0.0 0.0 0.227
H 1.77897 4.68919 -3.11104 0.0 0.2 -0.1 0.196
C 3.73058 -1.41475 -4.65511 0.0 -0.2 0.0 0.642
O 4.65334 -1.04747 -3.95047 -0.1 -0.2 -0.1 -0.634
N 2.46047 -0.94259 -4.48816 0.3 0.3 0.4 -0.204
N 3.87928 -2.34660 -5.66013 0.1 0.1 -0.1 -0.462
H 2.45337 -0.16465 -3.84955 -0.5 0.3 -0.2 0.024
H 1.72345 -1.05615 -5.15776 0.0 0.1 0.0 0.201
H 4.64294 -2.98789 -5.54675 0.1 0.0 -0.1 0.244
H 3.07859 -2.65203 -6.18074 0.0 -0.2 0.1 0.180
C -4.55292 -1.20664 -0.71732 -0.3 1.1 -0.1 0.715
O -4.04857 -0.18552 -0.26677 -0.3 -0.3 -0.2 -0.658
N -5.90486 -1.29700 -0.94969 0.3 -1.0 -0.2 -0.473
N -3.83703 -2.29733 -1.06911 -0.1 -0.5 -0.2 -0.166
H -6.57095 -0.64104 -0.59410 0.2 0.3 0.0 0.229
H -6.22269 -2.09806 -1.46427 -0.4 0.1 0.1 0.137
H -2.83354 -2.26810 -1.06475 0.1 0.2 0.1 0.027
H -4.28363 -3.16916 -1.28219 0.0 0.0 -0.1 0.187
C -0.91855 4.07383 3.40340 -0.1 -0.3 -0.4 0.554
O -0.42861 4.53118 4.42490 0.0 0.0 -0.3 -0.706
N -0.31647 4.04685 2.16771 -0.3 -0.2 1.8 -0.132
N -2.16506 3.49202 3.37420 0.4 0.4 0.5 -0.262
H -0.89036 3.70389 1.42528 0.6 0.5 -0.7 0.068
H 0.51541 4.59749 2.07721 0.0 0.0 -0.7 0.144
H -2.56708 3.19547 2.51016 -0.2 0.0 0.1 0.164
H -2.66658 3.42859 4.24034 -0.2 -0.3 -0.1 0.143
C 4.22677 -2.31336 1.64104 0.1 -0.6 -0.3 0.553
O 4.70531 -3.44040 1.52764 0.1 0.2 -0.1 -0.751
N 3.57881 -1.66972 0.62763 0.3 -0.3 0.8 -0.030
N 4.32029 -1.60321 2.80087 0.2 0.3 0.0 -0.342
H 3.24376 -0.74122 0.84360 -0.2 0.1 -0.6 -0.058
H 3.69969 -2.07087 -0.28426 -0.3 0.3 -0.1 0.109
H 3.62621 -0.89592 2.98179 0.1 0.0 0.2 0.152
H 4.72926 -2.10880 3.56425 -0.3 0.0 0.2 0.246
C 0.72994 -4.52533 -0.32474 1.3 0.7 0.2 0.434
O 1.31263 -4.09068 -1.30854 -0.5 -0.4 -0.3 -0.592
N -0.17213 -3.75963 0.37595 -0.2 -0.8 -0.5 -0.145
N 1.03903 -5.74843 0.22045 -1.0 0.5 -0.5 -0.468
H -0.53748 -4.14274 1.22858 0.0 0.5 0.2 0.286
H -0.03624 -2.76794 0.25683 -0.1 0.0 0.3 -0.135
H 0.70482 -5.91205 1.15070 0.5 -0.5 0.1 0.172
H 1.85490 -6.17766 -0.17396 0.1 -0.2 0.3 0.246
C -0.20616 2.71058 -4.10932 -0.6 0.3 -0.5 0.786
O 0.97577 2.38488 -4.08183 0.0 0.0 0.4 -0.651
N -1.22099 1.98605 -3.57643 0.1 -0.4 0.5 -0.098
N -0.62599 3.85181 -4.74848 0.0 -0.2 0.0 -0.409
H -2.20160 2.15674 -3.69429 0.1 0.3 -0.2 0.169
H -1.01464 1.24090 -2.93352 0.2 0.0 -0.2 -0.115
H -1.59502 4.10506 -4.75614 0.0 0.1 0.0 0.128
H 0.03423 4.38622 -5.27776 0.0 0.0 0.0 0.239
C 4.23277 3.40821 2.08653 -0.2 -1.3 -0.6 0.424
O 5.08869 4.23928 2.33049 -0.2 0.2 0.2 -0.708
N 4.02219 2.84916 0.83821 0.5 0.7 0.1 -0.159
N 3.37181 2.80099 2.94943 0.2 0.4 0.5 -0.224
H 3.46051 2.01611 0.77109 0.1 0.0 -0.3 0.058
H 4.60290 3.17685 0.09082 0.0 -0.2 -0.1 0.162
H 2.69331 2.17187 2.54071 -0.3 -0.1 0.4 0.185
H 3.33639 3.07569 3.91243 -0.1 0.0 0.0 0.198
C 1.27800 -1.66122 4.59158 -1.2 -0.8 0.2 0.422
O 1.27363 -2.36912 5.59680 0.4 0.2 0.1 -0.757
N 1.23950 -2.19044 3.33557 0.3 0.5 -0.2 0.119
N 1.16520 -0.31024 4.62345 0.4 0.6 0.0 -0.171
H 1.09193 -3.17307 3.22751 0.2 -0.1 0.1 0.125
H 1.07818 -1.55065 2.57032 -0.1 -0.3 -0.2 -0.235
H 1.11621 0.13939 5.51782 0.1 -0.1 0.1 0.200
H 1.18427 0.26250 3.78838 0.0 -0.2 -0.1 0.136
C -1.68531 -2.10176 -4.12838 1.3 1.1 0.3 0.659
O -2.24485 -1.03545 -4.35733 -0.4 -0.7 -0.4 -0.651
N -2.14529 -3.34563 -4.48856 -0.3 0.4 -0.3 -0.458
N -0.44207 -2.11845 -3.55688 -0.8 -0.9 -0.2 0.000
H -2.93319 -3.30969 -5.10931 -0.3 -0.4 0.3 0.252
H -1.97193 -4.12399 -3.88056 -0.1 -0.2 -0.2 0.201
H -0.01017 -2.99047 -3.28521 0.4 0.4 0.1 0.071
H -0.01451 -1.24027 -3.36272 0.2 0.2 0.4 -0.097
C -4.65448 0.69988 3.59003 -0.5 1.3 0.9 0.574
O -4.21208 1.45726 4.44850 -0.1 -0.5 -0.1 -0.663
N -4.42320 0.90425 2.27003 -0.5 -0.6 0.1 -0.211
N -5.54790 -0.29622 3.90261 0.5 -0.1 -0.5 -0.360
H -3.81791 1.67455 2.06820 0.2 -0.2 -0.2 0.054
H -4.54110 0.15612 1.59773 0.3 0.5 -0.1 0.202
H -5.98555 -0.81695 3.16713 -0.2 -0.1 0.2 0.160
H -5.83269 -0.39679 4.85636 0.0 0.0 0.0 0.215
```
Positions in Å, forces in eV/Å.

Its charge is -1. For the LUMO energy, the calculation gives 1.463 eV. As for the highest occupied orbital energy: -6.3 eV. The calculation puts the orbital gap at 7.799 eV. Its max |F| is 2.77 eV/Å.



We obtain ΔE to the lowest compared entry with this formula, charge and spin values of 23.53; 41.47; 29.67; 0.00 kcal per mole for the records listed above, in that order.
We obtain calculated total energy values of -282.1916; -684.9247; -4984.4309; -3084.4538 Eh for the records listed above, in that order.